Formula: C45H46HfN6S2Se3Te
Source: OMol25
Level of theory: ωB97M-V with the def2-TZVPD basis set

Each line ends with the Löwdin charge.
Positions of all 104 atoms, in Å:
Hf -1.77755 0.34067 -0.32260  1.10
Se -3.10555 1.76143 -2.46310  -0.14
Se -3.27876 2.27570 -4.66950  -0.10
Te -3.53573 -1.77081 -4.45925  0.13
Se -3.15530 -0.64705 -2.26117  -0.17
C 0.80855 -2.97258 2.88458  -0.05
C -0.37591 -2.02800 3.12371  -0.40
C -1.31241 -2.59695 4.18800  -0.07
C 0.10441 -0.62798 3.43368  -0.21
C 0.43060 -0.28055 4.73885  -0.05
C 0.88164 0.99302 5.04917  -0.08
C 1.01204 1.92700 4.03290  -0.04
C 0.71704 1.60359 2.71015  -0.15
C 0.84091 2.68358 1.64809  -0.36
C 2.21420 3.36115 1.69164  -0.05
C -0.28996 3.70538 1.79631  -0.04
C 0.25804 0.31487 2.40582  -0.28
N -0.01002 -0.04195 1.03606  -0.08
C 1.16602 -0.07786 0.29258  -0.24
C 1.11854 0.07691 -1.05033  -0.23
N -0.10823 0.23272 -1.67482  -0.12
C 0.07840 0.62609 -3.04330  -0.24
C 0.22408 1.99151 -3.37581  -0.18
C 0.40687 2.33917 -4.70283  -0.08
C 0.38048 1.38059 -5.70701  -0.09
C 0.22408 0.05693 -5.36827  -0.07
C 0.13275 -0.36459 -4.03423  -0.15
C 0.18102 -1.90515 -3.88209  -0.37
C -0.02119 -2.58023 -2.52386  -0.10
C 1.51118 -2.45025 -4.44215  -0.08
C 0.26416 3.10494 -2.33850  -0.38
C 1.70824 3.53088 -2.02880  -0.05
C -0.53436 4.34202 -2.75134  -0.09
C 2.51849 0.04613 -1.58741  -0.07
C 3.13623 0.22042 -2.79805  -0.01
C 4.56528 0.16533 -2.86592  -0.07
C 5.35269 -0.03717 -1.76755  -0.05
C 4.73895 -0.19536 -0.49034  -0.18
C 5.40618 -0.37341 0.75949  -0.05
C 4.66578 -0.48011 1.90582  -0.08
C 3.23778 -0.40731 1.91222  -0.01
C 2.57571 -0.23538 0.72556  -0.08
C 3.35786 -0.15261 -0.45717  -0.10
H 0.45425 -3.97906 2.63381  0.06
H 1.42754 -3.04387 3.78726  0.08
H 1.44279 -2.61632 2.06849  0.07
H -0.92696 -1.95160 2.19886  0.06
H -0.78320 -2.79890 5.12602  0.07
H -1.72924 -3.54598 3.83741  0.06
H -2.13887 -1.91356 4.39293  0.07
H 0.31522 -1.01279 5.53130  0.10
H 1.11505 1.26039 6.07420  0.09
H 1.35331 2.92988 4.27022  0.10
H 0.74169 2.22269 0.66793  0.10
H 2.33771 3.95447 2.60288  0.07
H 2.33484 4.03145 0.84039  0.06
H 3.01599 2.61895 1.65394  0.08
H -0.22253 4.22041 2.75916  0.08
H -1.26697 3.21662 1.75220  0.06
H -0.24373 4.45346 0.99823  0.07
H 0.53388 3.38279 -4.97013  0.10
H 0.45574 1.67713 -6.75094  0.10
H 0.16602 -0.69396 -6.15265  0.11
H -0.61978 -2.26576 -4.52818  0.04
H 0.78998 -2.35568 -1.82615  0.07
H -0.04009 -3.66468 -2.68618  0.08
H -0.96054 -2.30328 -2.06848  -0.01
H 2.33900 -2.20675 -3.77266  0.07
H 1.74512 -2.04304 -5.42907  0.06
H 1.45592 -3.54154 -4.52897  0.07
H -0.17788 2.73297 -1.42338  0.09
H 2.18484 3.91107 -2.94132  0.08
H 2.31413 2.70685 -1.65378  0.07
H 1.71421 4.33152 -1.28532  0.06
H -0.12809 4.79758 -3.65990  0.07
H -0.48580 5.08863 -1.95347  0.07
H -1.57845 4.10730 -2.94492  0.01
H 2.57696 0.41695 -3.70338  0.10
H 5.03416 0.29674 -3.83560  0.09
H 6.43407 -0.06390 -1.85872  0.10
H 6.49133 -0.41267 0.79583  0.10
H 5.17557 -0.60820 2.85434  0.09
H 2.71296 -0.46886 2.85794  0.10
S -2.66059 0.33799 2.47761  0.70
C -4.06384 1.12375 1.94511  -1.15
S -3.95576 1.72850 0.32469  0.43
C -5.22240 1.23216 2.70322  -0.38
C -6.41762 1.87836 2.22019  -0.27
N -7.40367 2.36587 1.86846  0.12
C -5.30383 0.63802 4.01574  -0.28
N -5.39997 0.15406 5.05978  0.11
N -3.93162 -5.31510 2.25652  0.11
C -3.45921 -4.21514 1.56474  -0.32
C -4.27951 -3.12149 1.30059  0.01
C -3.75731 -2.03049 0.64683  -0.19
N -2.47654 -1.95493 0.24247  -0.12
C -1.71513 -3.02866 0.44990  -0.15
C -2.15606 -4.17256 1.07775  -0.02
H -4.75169 -5.16994 2.81840  0.09
H -3.24444 -5.92036 2.66759  0.09
H -5.31149 -3.10077 1.63070  0.12
H -4.38753 -1.18420 0.42642  0.07
H -0.69265 -2.95565 0.09631  0.11
H -1.48260 -5.01170 1.20764  0.11

Forces on atoms 1 to 6 (eV/Å):
Hf 0.34 -1.07 1.94
Se -0.53 0.50 -0.37
Se 0.35 -0.01 -0.18
Te 0.07 -0.02 -0.04
Se -1.40 -0.47 -0.89
C 0.00 0.05 -0.01

As for the electronic energy: -10387.8836 hartree. As for the total charge: -2.

***

Formula: C45H47IN2PPtS2Sb
Source: OMol25
Level of theory: ωB97M-V with the def2-TZVPD basis set

Each line ends with the Löwdin charge.
Positions of all 100 atoms, in Å:
Pt 0.55893 -0.13054 -0.09962  0.25
I -1.48967 -1.90534 -0.71232  1.08
C -3.37277 -1.14604 -0.02372  -0.54
C -4.27337 -2.15774 0.20678  -0.18
C -5.60777 -1.88284 0.51198  -0.06
C -6.02797 -0.58574 0.52458  -0.02
C -5.12897 0.47066 0.27098  -0.15
C -5.65357 1.77806 0.20838  0.00
C -4.85477 2.84176 -0.09702  -0.03
C -3.48777 2.62676 -0.26032  -0.10
C -2.90727 1.37256 -0.16502  -0.28
P -1.07757 1.56056 -0.21252  0.89
C -0.70777 2.65686 1.19048  -0.42
C -1.62307 3.12716 2.12388  -0.11
C -1.18037 3.88276 3.19898  -0.06
C 0.16623 4.16356 3.35548  -0.05
C 1.08493 3.68296 2.43328  -0.05
C 0.65033 2.92936 1.36178  -0.18
C -0.90687 2.64106 -1.66482  -0.38
C -1.49947 2.22226 -2.85572  -0.12
C -1.49207 3.05476 -3.95912  -0.08
C -0.88187 4.29836 -3.88942  -0.06
C -0.26277 4.70386 -2.71642  -0.06
C -0.26817 3.87736 -1.60612  -0.07
C -3.73037 0.22456 0.03418  -0.19
H -3.96707 -3.18924 0.11618  0.09
H -6.28757 -2.69944 0.68898  0.12
H -7.06367 -0.34014 0.70118  0.12
H -6.70967 1.91516 0.38228  0.13
H -5.25967 3.83476 -0.19512  0.12
H -2.85687 3.48086 -0.46602  0.12
H -2.67947 2.92556 2.00318  0.10
H -1.89597 4.24786 3.91878  0.11
H 0.50263 4.74776 4.19718  0.11
H 2.13883 3.88196 2.55858  0.12
H 1.36463 2.52936 0.64628  0.09
H -1.97647 1.25006 -2.89872  0.11
H -1.96847 2.73716 -4.87532  0.12
H -0.88527 4.94626 -4.75202  0.12
H 0.21863 5.66966 -2.65942  0.12
H 0.20403 4.20306 -0.69232  0.10
N 2.66033 -0.23584 0.42228  -0.51
S 3.70843 -1.11724 1.28548  1.09
C 3.27103 -0.99314 3.04668  -0.41
C 3.95703 -0.00284 3.73298  -0.09
C 3.71693 0.18036 5.08388  -0.05
C 2.80763 -0.63344 5.73908  -0.05
C 2.13533 -1.62474 5.04598  -0.07
C 2.35243 -1.80684 3.68978  -0.16
C 3.21043 -2.81104 0.92758  -0.39
C 2.51443 -3.09104 -0.23352  -0.11
C 2.15683 -4.39834 -0.51222  -0.06
C 2.51543 -5.41404 0.35888  -0.05
C 3.27423 -5.13304 1.48528  -0.04
C 3.63863 -3.82804 1.76998  -0.08
H 3.16313 0.55496 0.03298  -0.01
H 4.67643 0.61506 3.21698  0.11
H 4.24053 0.94736 5.63028  0.11
H 2.62853 -0.49644 6.79458  0.12
H 1.43643 -2.26314 5.56448  0.12
H 1.82393 -2.58094 3.15478  0.10
H 2.26513 -2.29324 -0.92192  0.02
H 1.61013 -4.62844 -1.41362  0.10
H 2.20703 -6.42574 0.15188  0.12
H 3.58923 -5.92874 2.14248  0.12
H 4.24153 -3.59994 2.63578  0.12
S 0.09143 -0.04324 2.60648  0.77
C -1.42497 -0.72874 2.87808  -0.68
N -2.45787 0.08186 3.25458  0.10
C -3.68827 -0.38654 3.55488  -0.04
C -3.95657 -1.72174 3.49998  -0.03
C -2.91707 -2.60534 3.14318  -0.02
C -1.68257 -2.11484 2.81978  -0.11
H -2.25617 1.07526 3.34168  0.13
H -4.43007 0.34516 3.82928  0.14
H -4.93187 -2.10274 3.74698  0.12
H -3.10267 -3.66634 3.13678  0.13
H -0.86707 -2.76684 2.54688  0.10
C 1.80633 2.07776 -4.86132  -0.17
C 1.02713 0.78866 -4.69172  -0.38
Sb 1.52093 -0.29724 -2.86462  1.44
C 3.70603 -0.27194 -3.01782  -0.39
C 4.28813 -0.88564 -4.27342  -0.17
C 0.74623 -2.22854 -3.57092  -0.44
C 1.56903 -2.94794 -4.61932  -0.17
H 1.43653 2.61186 -5.73532  0.08
H 2.86793 1.88926 -5.00772  0.06
H 1.69483 2.73076 -3.99652  0.06
H 1.23233 0.09476 -5.50672  0.06
H -0.04507 0.97966 -4.66692  0.03
H 4.10093 -0.75804 -2.12662  0.03
H 3.95373 0.78966 -2.97012  0.05
H 4.20533 -1.96794 -4.26972  0.06
H 5.34763 -0.63614 -4.33352  0.09
H 3.80873 -0.50574 -5.17272  0.07
H -0.23727 -1.97814 -3.97412  0.05
H 0.59213 -2.85984 -2.69352  -0.02
H 1.82963 -2.29104 -5.44612  0.06
H 0.98553 -3.77504 -5.02182  0.08
H 2.48133 -3.36394 -4.20112  0.06

Forces on atoms 1 to 6 (eV/Å):
Pt 0.72 1.83 0.58
I -1.12 -0.70 -0.04
C 0.51 -0.57 -0.19
C 0.40 0.15 -0.16
C -0.24 0.28 0.03
C 0.04 -0.31 0.01

As for the electronic energy: -3646.9386 hartree. As for the total charge: +2.

***

| no. | HOMO-LUMO gap (eV) |
| --- | --- |
| 1 | 5.33 |
| 2 | 5.75 |